ORCA calculation (ωB97M-V with the def2-TZVPD basis set) on a structure of composition C45H52N8O2P2SSi2W.

Computed properties:
Relative energy (zero: lowest compared OMol25 entry of this formula, charge and spin) ... 43.0 kcal/mol
HOMO energy (spin up / spin down) ... -6.20 / -6.26 eV
HOMO-LUMO gap (spin up / spin down) ... 5.73 / 5.71 eV
E ... -4061.4313 a.u.

The geometry in XYZ format:
```
113
Properties=species:S:1:pos:R:3:mulliken_charge:R:1
W -0.5520 0.0407 -0.3453 0.911
C 0.4939 2.2915 3.0784 -1.219
Si 1.5530 2.1862 1.5059 1.163
C 3.2890 2.4191 2.2317 -1.434
C 1.5216 3.7114 0.3896 -1.203
N 1.2269 0.6208 0.6563 -0.064
P 2.6421 -0.3098 0.3437 0.992
C 0.5819 -1.9725 -0.6661 -1.157
P -0.7042 -2.8197 0.1079 3.207
N -1.3606 -1.5659 0.9075 -0.215
Si -2.1894 -1.5426 2.4320 0.078
C -3.1906 -3.1126 2.7213 -1.211
C -3.3829 -0.1037 2.4894 -0.846
C -0.9722 -1.4084 3.8492 -0.730
C -1.9713 -3.7820 -0.7698 0.858
C -1.5833 -4.7550 -1.6875 -0.419
C -2.5349 -5.4919 -2.3739 -1.045
C -3.8864 -5.2722 -2.1381 -0.771
C -4.2808 -4.3153 -1.2149 -0.935
C -3.3252 -3.5740 -0.5341 -0.420
C 0.1091 -4.0498 1.1608 0.327
C -0.3808 -5.3378 1.3708 -0.640
C 0.2738 -6.1972 2.2410 -0.870
C 1.4166 -5.7763 2.9083 -0.791
C 1.9071 -4.4934 2.7083 -0.577
C 1.2531 -3.6337 1.8400 0.499
C 3.8214 0.9212 -0.3334 0.512
C 5.1689 1.0251 0.0075 -0.407
C 6.0086 1.8903 -0.6788 -0.564
C 5.5186 2.6719 -1.7162 -0.771
C 4.1794 2.5748 -2.0664 -0.796
C 3.3435 1.6998 -1.3895 -0.775
C 3.3515 -0.8128 1.9581 0.708
C 4.5060 -1.6011 1.9379 -0.563
C 5.0128 -2.1604 3.1017 -0.868
C 4.3458 -1.9860 4.3077 -0.806
C 3.1690 -1.2511 4.3331 -0.751
C 2.6845 -0.6697 3.1703 0.749
H 1.1298 2.1221 3.9524 0.385
H -0.3064 1.5500 3.1001 0.040
H 0.0319 3.2745 3.1864 0.341
H 3.1414 3.3230 2.8385 0.494
H 4.0322 2.6673 1.4764 0.433
H 3.6957 1.6571 2.8900 0.325
H 2.5305 4.1225 0.3152 0.461
H 0.8673 4.4784 0.8108 0.389
H 1.1764 3.5064 -0.6232 0.150
H -4.1558 -3.0962 2.2104 0.347
H -3.3907 -3.1851 3.7942 0.460
H -2.6698 -4.0259 2.4297 0.362
H -4.0636 -0.1155 1.6358 0.105
H -2.8725 0.8612 2.4877 0.179
H -3.9789 -0.1743 3.4036 0.570
H -0.5177 -2.3756 4.0781 0.351
H -1.4604 -1.0363 4.7538 0.501
H -0.1702 -0.7203 3.5919 -0.218
H -0.5312 -4.9335 -1.8726 0.548
H -2.2234 -6.2408 -3.0906 0.430
H -4.6303 -5.8513 -2.6702 0.385
H -5.3327 -4.1462 -1.0204 0.501
H -3.6307 -2.8216 0.1821 0.318
H -1.2732 -5.6750 0.8593 0.415
H -0.1118 -7.1961 2.3997 0.424
H 1.9233 -6.4496 3.5882 0.413
H 2.7936 -4.1500 3.2262 0.305
H 1.6258 -2.6314 1.6824 -0.432
H 5.5657 0.4538 0.8373 0.364
H 7.0500 1.9634 -0.3901 0.439
H 6.1738 3.3522 -2.2450 0.388
H 3.7811 3.1828 -2.8697 0.448
H 2.2996 1.6238 -1.6741 0.395
H 5.0078 -1.7933 0.9953 0.521
H 5.9215 -2.7484 3.0623 0.368
H 4.7323 -2.4316 5.2154 0.383
H 2.6252 -1.1233 5.2612 0.415
H 1.7756 -0.0883 3.2072 -0.673
C -0.3244 1.5023 -4.5280 -2.148
C -0.1113 0.8339 -3.2104 1.654
N -0.4342 1.3614 -2.0719 1.532
N -0.9751 2.6337 -2.0850 -1.995
C -1.3341 3.0598 -0.9088 0.345
N -1.8159 4.3308 -0.8501 -0.373
S -1.2210 2.2334 0.6217 -0.972
C 0.4230 -0.5332 -3.1618 0.058
C 0.4108 -1.3704 -4.2150 -0.905
C 0.7571 -2.7641 -4.0166 -0.717
C 1.2551 -3.1752 -2.8478 -1.477
C 1.5533 -2.2161 -1.7542 0.237
N 0.9565 -0.9027 -1.9215 0.745
H -0.4130 2.5752 -4.3953 0.454
H -1.2574 1.1403 -4.9693 0.342
H 0.4878 1.2697 -5.2140 0.464
H -2.0314 4.7848 -1.7213 0.240
H -2.3063 4.6191 -0.0234 0.259
H 0.0889 -1.0303 -5.1887 0.493
H 0.5887 -3.4640 -4.8249 0.418
H 1.5263 -4.2141 -2.6953 0.698
H 2.6033 -2.1804 -1.4494 0.348
O -1.5819 -1.1648 -1.8799 0.695
N -2.8189 -1.0594 -2.1429 -2.138
N -3.3564 -0.1936 -1.4010 1.542
O -2.6152 0.4872 -0.5592 -0.787
C -4.7585 0.0807 -1.4471 0.531
C -5.2354 1.1475 -0.7046 -0.132
C -6.5973 1.4130 -0.7368 -0.997
C -7.4494 0.6257 -1.4950 -0.499
C -6.9452 -0.4413 -2.2276 -0.775
C -5.5902 -0.7277 -2.2092 -0.584
H -4.5486 1.7386 -0.1159 0.556
H -6.9882 2.2406 -0.1604 0.406
H -8.5097 0.8398 -1.5136 0.400
H -7.6096 -1.0605 -2.8153 0.398
H -5.1827 -1.5596 -2.7655 0.497
```